(1)
{
  "formula": "C17H21MnN6O4S",
  "method": "ωB97M-V with the def2-TZVPD basis set",
  "symbols": ["Mn", "O", "C", "O", "C", "C", "C", "C", "C", "C", "S", "H", "H", "H", "H", "C", "N", "C", "C", "C", "C", "C", "C", "C", "C", "H", "H", "H", "H", "H", "H", "H", "H", "H", "H", "H", "H", "N", "N", "C", "N", "N", "N", "O", "O", "H", "H", "H", "H", "H"],
  "xyz": [[-0.13708, 0.13137, -0.08013], [1.34723, -1.17990, 3.48768], [1.04125, -0.23174, 2.79321], [0.66495, -0.39584, 1.53925], [1.05928, 1.17573, 3.29719], [1.20842, 1.30012, 4.68555], [1.25244, 2.52955, 5.30487], [1.16048, 3.67327, 4.51484], [1.01496, 3.56985, 3.14478], [0.95095, 2.32690, 2.48097], [0.76195, 2.41331, 0.71946], [1.29238, 0.38676, 5.26047], [1.36245, 2.60257, 6.38060], [1.20122, 4.65546, 4.97457], [0.94116, 4.46416, 2.53718], [-2.05455, 0.22968, 2.30309], [-2.08762, 0.42888, 0.84694], [-2.49781, 1.82407, 0.54373], [-3.06169, -0.48407, 0.21932], [-2.67492, -0.75596, -1.19595], [-3.60815, -1.22887, -2.11529], [-3.20957, -1.58666, -3.39276], [-1.86729, -1.47722, -3.74012], [-0.94789, -0.98792, -2.81925], [-1.33761, -0.59869, -1.53890], [-3.05964, 0.35190, 2.71299], [-1.39193, 0.96658, 2.75064], [-1.68029, -0.76406, 2.53595], [-3.50661, 1.99113, 0.93444], [-2.49383, 1.98344, -0.53322], [-1.79550, 2.51837, 0.98896], [-4.06652, -0.06095, 0.28999], [-3.06431, -1.41619, 0.78434], [-4.65045, -1.31999, -1.82367], [-3.93621, -1.94996, -4.11065], [-1.53412, -1.76404, -4.73065], [0.08397, -0.91267, -3.13292], [1.51259, -1.73540, -0.54569], [2.50348, -1.26656, -1.39863], [2.33831, -0.10510, -2.09125], [3.25236, 0.17066, -3.01377], [1.30177, 0.63761, -1.74935], [1.00548, 1.74334, -2.53494], [-0.06444, 2.24560, -2.33432], [1.83157, 2.17667, -3.34199], [1.82011, -1.75943, 0.42294], [1.18103, -2.63842, -0.85729], [3.31896, -1.82698, -1.55975], [3.98303, -0.47908, -3.23678], [3.17377, 1.06395, -3.47246]],
  "nbo_charge": [1.36, -0.64, 0.80, -0.89, -0.26, -0.15, -0.26, -0.20, -0.19, -0.12, -0.38, 0.23, 0.21, 0.21, 0.21, -0.42, -0.45, -0.43, -0.23, -0.07, -0.20, -0.20, -0.23, -0.16, -0.35, 0.19, 0.24, 0.22, 0.18, 0.22, 0.26, 0.20, 0.22, 0.21, 0.22, 0.21, 0.18, -0.64, -0.42, 0.64, -0.77, -0.50, 0.66, -0.31, -0.45, 0.42, 0.38, 0.39, 0.40, 0.45],
  "s_squared": 6.15,
  "e_lumo_ev": [-0.820, -0.098],
  "multiplicity": 5,
  "homo_energy_ev": [-6.867, -6.865]
}

---

(2)
{
  "formula": "C17H21N3O2",
  "method": "ωB97M-V with the def2-TZVPD basis set",
  "symbols": ["C", "O", "C", "C", "C", "C", "C", "C", "N", "C", "H", "C", "N", "N", "C", "C", "C", "C", "C", "O", "C", "H", "H", "H", "H", "H", "H", "C", "H", "C", "H", "H", "H", "H", "H", "H", "H", "H", "H", "H", "H", "H", "H"],
  "xyz": [[-2.09660, 1.48889, -3.61311], [-1.38434, 0.36077, -3.07995], [-2.05535, -0.39047, -2.01227], [-3.24195, -0.21066, -1.66063], [-3.64868, -1.02037, -0.66150], [-2.96267, -1.71298, 0.15294], [-1.60557, -1.74624, -0.16761], [-1.07929, -1.33355, -1.14910], [0.27615, -1.51808, -1.34835], [0.96898, -1.08355, -2.67877], [1.55370, -1.85973, -2.65045], [1.63515, 0.20662, -2.33814], [2.05514, 0.50606, -1.18240], [0.89320, 1.45539, -0.56745], [0.75946, 1.58898, 0.63307], [1.28955, 1.41478, 1.93016], [2.64695, 1.16418, 2.24256], [2.47252, 0.91099, 3.74099], [0.97420, 0.75599, 4.00988], [0.33332, 1.25654, 2.97095], [0.41294, 0.56224, 5.35952], [1.00666, 0.56106, 6.24523], [-0.30195, 1.57076, 5.64541], [-0.40004, -0.00745, 5.27622], [3.14865, 0.35898, 4.52996], [3.39325, 1.17663, 1.74560], [0.04399, 2.44216, 0.62053], [2.17558, -0.67573, -0.33980], [2.74014, -0.24846, 0.64265], [1.13896, -1.52926, -0.33789], [1.43690, -2.69725, -0.18601], [0.65604, -1.50212, 0.66056], [3.08256, -1.02695, -0.99386], [1.12640, 1.09975, -2.91020], [2.66662, 0.32808, -3.02719], [0.05418, -1.07874, -3.39609], [-1.10555, -2.83953, 0.37428], [-3.56068, -2.11365, 0.94720], [-4.90017, -0.74591, -0.29139], [-3.94347, 0.60347, -1.99233], [-1.37221, 2.04162, -4.38084], [-2.44872, 2.40601, -2.70069], [-2.83396, 1.08074, -4.06166]],
  "nbo_charge": [-0.20, -0.56, 0.33, -0.36, -0.15, -0.25, -0.24, 0.15, -0.42, -0.23, 0.18, -0.24, -0.32, -0.24, -0.02, 0.20, -0.20, -0.34, 0.32, -0.39, -0.66, 0.25, 0.21, 0.23, 0.23, 0.18, 0.21, -0.27, 0.24, -0.26, 0.16, 0.23, 0.20, 0.25, 0.16, 0.26, 0.19, 0.23, 0.16, 0.24, 0.20, 0.16, 0.15],
  "e_lumo_ev": 0.462,
  "multiplicity": 1,
  "homo_energy_ev": -7.500
}

---

(3)
{
  "formula": "C17H21N3O4",
  "method": "ωB97M-V with the def2-TZVPD basis set",
  "symbols": ["O", "O", "N", "O", "O", "C", "C", "C", "C", "C", "C", "C", "C", "C", "N", "N", "C", "C", "C", "C", "C", "C", "C", "C", "H", "H", "H", "H", "H", "H", "H", "H", "H", "H", "H", "H", "H", "H", "H", "H", "H", "H", "H", "H", "H"],
  "xyz": [[-0.29085, -2.65433, -1.67204], [1.20283, 1.73640, -1.26756], [-1.48308, -0.95042, -2.34627], [-2.83901, 0.65294, -2.97165], [-2.92667, 2.44017, 0.37027], [-0.35149, -1.40798, -1.66314], [0.40479, 0.79518, -1.38012], [-1.65952, 0.29812, -2.45147], [4.56979, -2.38219, -1.95894], [3.87878, -1.60412, -2.88247], [4.06740, -2.52964, -0.63763], [2.70322, -0.97975, -2.51488], [2.82818, -1.95478, -0.32087], [2.09191, -1.17684, -1.25003], [-0.74364, 1.20526, -2.02271], [0.47181, -0.70869, 0.64638], [-2.72558, 2.89531, 1.70774], [-0.75661, -1.38046, 1.18811], [1.02142, 0.32979, 1.56094], [-2.50474, 1.70767, 2.67594], [-1.85205, -0.32070, 1.35674], [-0.06127, 1.38497, 1.95305], [-1.35014, 0.73108, 2.38941], [0.71417, -0.61399, -0.86016], [-3.22149, -0.22426, -3.15059], [-3.73616, 1.88797, 0.30251], [5.51075, -2.87906, -2.24217], [4.26745, -1.44515, -3.90574], [4.60990, -3.07710, 0.15578], [2.18811, -0.42007, -3.29458], [2.47232, -2.12150, 0.66051], [-0.96503, 2.20814, -2.06985], [-1.87430, 3.58857, 1.72875], [-3.59230, 3.47029, 2.00936], [-0.43154, -1.86335, 2.12762], [-1.13662, -2.15818, 0.56061], [1.36609, -0.18072, 2.45574], [1.89125, 0.78528, 1.13530], [-3.46702, 1.14740, 2.74232], [-2.36430, 2.17748, 3.66839], [-2.73198, -0.85199, 1.76619], [-2.11358, 0.19535, 0.43601], [-0.18180, 2.03912, 1.12499], [0.27026, 2.01084, 2.78873], [-1.16968, 0.19795, 3.35153]],
  "nbo_charge": [-0.54, -0.57, -0.62, -0.64, -0.75, 0.63, 0.67, 0.75, -0.21, -0.21, -0.23, -0.20, -0.13, -0.03, -0.64, -0.46, -0.06, -0.22, -0.21, -0.41, -0.41, -0.42, -0.22, -0.02, 0.52, 0.47, 0.21, 0.22, 0.22, 0.21, 0.21, 0.45, 0.18, 0.17, 0.20, 0.23, 0.19, 0.23, 0.20, 0.21, 0.20, 0.21, 0.21, 0.21, 0.20],
  "e_lumo_ev": 0.070,
  "smiles": "O=C1N=C(O)NC(=O)[C@@]1(c1ccccc1)N1CCC(CCO)CC1",
  "multiplicity": 1,
  "homo_energy_ev": -8.518
}

---

(4)
{
  "formula": "C17H21N4O5S3Ti",
  "method": "ωB97M-V with the def2-TZVPD basis set",
  "symbols": ["Ti", "C", "C", "N", "C", "S", "N", "N", "C", "C", "C", "C", "C", "C", "C", "N", "H", "H", "H", "H", "H", "H", "H", "H", "H", "H", "H", "H", "H", "O", "S", "O", "O", "O", "C", "S", "O", "C", "C", "C", "C", "C", "C", "H", "H", "H", "H", "H", "H", "H", "H"],
  "xyz": [[-0.54519, -0.17793, 0.27181], [4.92912, -1.29179, -2.43224], [3.65950, -1.99170, -2.88770], [2.51098, -1.09841, -3.01824], [1.75407, -0.78968, -1.87738], [0.05899, -0.46537, -2.18951], [2.33644, -0.76771, -0.73380], [1.48208, -0.42790, 0.31039], [2.00623, -0.60292, 1.57047], [3.36661, -1.19493, 1.78412], [1.17205, -0.23378, 2.60420], [1.48883, -0.35867, 4.00031], [0.63600, 0.10852, 4.93938], [-0.60217, 0.71104, 4.54852], [-0.89984, 0.74417, 3.22518], [-0.06917, 0.30068, 2.24632], [5.76107, -2.00035, -2.41664], [4.80802, -0.87044, -1.43968], [5.18418, -0.47996, -3.11731], [3.42750, -2.82641, -2.21358], [3.83315, -2.40943, -3.88283], [1.88035, -1.37469, -3.75598], [4.02624, -0.92614, 0.96144], [3.34697, -2.28996, 1.82710], [3.81260, -0.83806, 2.71286], [2.41360, -0.83765, 4.28944], [0.88351, 0.00374, 5.98967], [-1.32102, 1.05901, 5.27444], [-1.86070, 1.10631, 2.87439], [-3.11844, -2.89044, 0.03883], [-2.37627, -1.94553, 0.82650], [-2.69262, -1.90793, 2.23172], [-0.85356, -2.10597, 0.61386], [-2.50448, -0.50824, 0.23478], [-0.50558, 4.24758, -0.88366], [-0.19171, 2.54678, -1.35839], [-0.69629, 1.79636, -0.14688], [1.59937, 2.51345, -1.21537], [2.18025, 2.46919, 0.04347], [3.55740, 2.33234, 0.12059], [4.31139, 2.23673, -1.04486], [3.71161, 2.26482, -2.29482], [2.32835, 2.38594, -2.38515], [0.01550, 4.47961, 0.04442], [-1.58279, 4.32724, -0.73905], [-0.18642, 4.91287, -1.68247], [1.56905, 2.46107, 0.93859], [4.03218, 2.25875, 1.08986], [5.38389, 2.10211, -0.97152], [4.29970, 2.14187, -3.19386], [1.82998, 2.33049, -3.34385]],
  "nbo_charge": [1.45, -0.61, -0.21, -0.64, 0.28, -0.30, -0.42, -0.42, 0.07, -0.64, 0.09, -0.23, -0.21, -0.36, 0.09, -0.61, 0.19, 0.23, 0.19, 0.19, 0.18, 0.38, 0.23, 0.21, 0.20, 0.20, 0.19, 0.21, 0.20, -0.97, 2.56, -0.98, -0.93, -0.96, -0.81, 1.32, -0.94, -0.28, -0.13, -0.22, -0.19, -0.20, -0.20, 0.24, 0.24, 0.23, 0.24, 0.22, 0.21, 0.21, 0.23],
  "charge": -1,
  "e_lumo_ev": [2.156, 2.156],
  "multiplicity": 1,
  "homo_energy_ev": [-2.551, -2.552]
}

---

(5)
{
  "formula": "C17H21N4O5SiTa",
  "method": "ωB97M-V with the def2-TZVPD basis set",
  "symbols": ["Ta", "O", "C", "O", "C", "C", "C", "C", "C", "N", "C", "O", "O", "H", "H", "H", "C", "Si", "C", "C", "N", "C", "C", "C", "C", "C", "C", "H", "H", "H", "H", "H", "H", "H", "H", "H", "H", "H", "H", "H", "H", "N", "C", "N", "O", "H", "H", "H", "H"],
  "xyz": [[0.35766, 0.08458, -0.75023], [-1.23614, 3.28478, -2.72153], [-1.02851, 2.48033, -1.88651], [0.00798, 1.56221, -1.94248], [-1.83108, 2.22471, -0.64102], [-2.98042, 2.88484, -0.25002], [-3.63869, 2.42137, 0.88739], [-3.17041, 1.29457, 1.56587], [-2.03316, 0.68326, 1.08156], [-1.37863, 1.16907, 0.02824], [-1.41600, -0.59510, 1.56979], [-1.71439, -1.22522, 2.52183], [-0.39918, -0.96039, 0.70654], [-3.34415, 3.72444, -0.82632], [-4.53527, 2.92068, 1.23017], [-3.68108, 0.88706, 2.42762], [4.29728, 1.06616, 1.75243], [2.55513, 0.43422, 1.77604], [2.38125, -1.25278, 2.54202], [1.35816, 1.66491, 2.50426], [2.06978, 0.31056, -0.00505], [3.07226, 0.30361, -1.06141], [3.14944, 1.36199, -1.95631], [4.10922, 1.32617, -2.96475], [4.98179, 0.25676, -3.05954], [4.90335, -0.79437, -2.14888], [3.94399, -0.78236, -1.15294], [4.52259, 1.45800, 2.74804], [4.43979, 1.88018, 1.04052], [5.02738, 0.28691, 1.53436], [2.96053, -1.28284, 3.46784], [2.78992, -2.03212, 1.89393], [1.35230, -1.51223, 2.79260], [1.53575, 1.76456, 3.57707], [0.30933, 1.37479, 2.39986], [1.48522, 2.65315, 2.05703], [2.49422, 2.21739, -1.86252], [4.17901, 2.14970, -3.66200], [5.73589, 0.24114, -3.83423], [5.60041, -1.61880, -2.21461], [3.88319, -1.59199, -0.43557], [1.07373, -3.28102, -3.10298], [0.73779, -2.73632, -1.95313], [0.57550, -3.43163, -0.84356], [0.57127, -1.44126, -1.93737], [1.21388, -4.27304, -3.21425], [1.19430, -2.68280, -3.90631], [0.68776, -4.43368, -0.82557], [0.26958, -2.96775, 0.00227]],
  "nbo_charge": [2.54, -0.42, 0.76, -0.77, 0.12, -0.16, -0.09, -0.15, 0.10, -0.53, 0.76, -0.43, -0.81, 0.28, 0.27, 0.28, -1.14, 1.79, -1.15, -1.14, -1.05, 0.05, -0.24, -0.16, -0.18, -0.19, -0.20, 0.27, 0.26, 0.26, 0.28, 0.24, 0.25, 0.28, 0.21, 0.26, 0.24, 0.24, 0.24, 0.24, 0.22, -0.73, 0.83, -0.75, -0.74, 0.44, 0.45, 0.44, 0.45],
  "charge": 2,
  "e_lumo_ev": -7.535,
  "multiplicity": 1,
  "homo_energy_ev": -14.916
}